Record 1
Here is a gas-phase ion, C3H6O2P (charge -1) from OMol25. Energies are from ωB97M-V with the def2-TZVPD basis set.

- energy above the lowest of the compared OMol25 structures with the same formula, charge and spin (eV) = 0.092
- E_tot (eV) = -16594.1796
- total charge = -1
- orbital gap (eV) = 8.744
- structure (SMILES) = C=C[P@@](C)(=O)[O-]
- spin multiplicity = 1
- HOMO energy (eV) = -4.505
- LUMO level (eV) = 4.2

The geometry in XYZ format:
```
12
Properties=species:S:1:pos:R:3:forces:R:3
H 0.003 -1.843 -0.002 0.2183 -0.3052 -0.3165
H -1.349 -1.769 -1.245 0.0321 -0.8223 -0.0325
H 0.955 2.322 2.050 0.0882 0.2619 0.0394
P -1.287 0.252 -0.199 -0.6313 -0.7537 -1.5417
O -2.590 0.534 0.524 0.9501 -0.0039 -0.2969
H -1.686 -2.032 0.573 0.1453 -0.1874 -0.5672
C -1.036 -1.628 -0.218 -0.4408 1.8518 1.0041
C 0.039 0.854 0.939 -1.4025 -0.0986 0.6039
O -1.095 0.630 -1.674 0.1485 0.1593 1.9155
C 0.442 2.094 1.123 0.4664 0.5217 0.1867
H 0.094 0.319 1.891 0.3404 -0.7481 -0.4458
H 0.241 2.926 0.474 0.0852 0.1245 -0.5488
```
Forces are in eV/Å.


Record 2
Here is 2 unconnected molecules or ions with the total composition C15H8F7NO from OMol25. Energies are from ωB97M-V with the def2-TZVPD basis set.

- E_tot (eV) = -38241.1496
- orbital gap (eV) = 4.570
- spin multiplicity = 1
- HOMO energy (eV) = -8.297
- LUMO level (eV) = -3.7

The geometry in XYZ format:
```
32
Properties=species:S:1:pos:R:3:forces:R:3
C 1.837 -1.613 -1.196 -0.4949 0.4986 0.4428
C -0.656 2.930 2.105 -0.0990 0.9287 0.1196
H 0.653 -2.037 1.994 0.1685 -0.4642 -0.3368
F 2.924 -3.220 -2.568 -0.7434 0.3675 1.3780
F -3.128 0.974 -4.032 0.7444 0.9196 0.7701
C 2.121 -3.923 -0.441 -0.2325 0.6882 -0.1155
H 2.000 -0.839 -1.946 -0.0743 -0.3503 -0.0415
F -1.308 0.385 4.604 0.4335 0.6314 -1.3511
C -1.011 1.386 -2.763 -0.9788 0.9348 -0.4908
C 2.284 -2.908 -1.389 0.5096 -0.2885 -0.6840
C -0.360 0.189 2.432 0.0873 0.2390 -0.2186
C 1.060 -2.257 1.017 -0.0245 0.1585 -0.3747
C -0.913 0.985 3.425 -0.1346 -0.5425 0.6824
F -0.785 4.293 1.952 0.1390 -1.6076 0.1679
C -2.443 1.899 -3.288 0.1415 0.6324 0.0496
C 0.625 0.074 0.096 -0.0276 0.6939 -0.7554
C -0.102 2.192 1.077 0.2477 -0.6977 -0.4042
N -1.282 0.282 -2.095 0.5518 -1.2784 0.4674
H 0.734 0.674 -0.813 0.2772 -0.0120 0.3632
C 1.501 -3.546 0.749 -0.0902 -0.4964 0.7061
C 1.152 -1.244 0.012 0.7671 -1.9885 -0.3088
O -0.003 2.070 -2.977 -0.4747 -0.8193 0.1961
H 2.452 -4.941 -0.626 -0.0495 0.2171 0.0641
H -0.260 -0.874 2.605 -0.3827 0.4786 0.2071
C -1.087 2.362 3.308 0.2441 -0.1865 -0.6810
C 0.064 0.772 1.199 -0.9575 1.0287 1.4465
F -2.338 3.023 -4.046 -0.1811 -0.8060 0.4677
F 1.327 -4.516 1.716 0.2329 1.1760 -1.0551
F -3.215 2.216 -2.201 0.3282 -0.2137 -0.9121
H -1.541 2.958 4.096 0.1312 -0.1295 -0.1485
H 0.237 2.665 0.155 -0.2486 0.0916 0.2031
H -0.539 -0.412 -2.161 0.1899 0.1966 0.1463
```
Forces are in eV/Å.


Record 3
Here is a single C5H15N3 molecule from OMol25. Energies are from ωB97M-V with the def2-TZVPD basis set.

- energy above the lowest of the compared OMol25 structures with the same formula, charge and spin (eV) = 1.499
- E_tot (eV) = -9897.6525
- orbital gap (eV) = 9.224
- structure (SMILES) = CN[C@@H](C)CNCN
- spin multiplicity = 1
- HOMO energy (eV) = -8.067
- LUMO level (eV) = 1.2

The geometry in XYZ format:
```
23
Properties=species:S:1:pos:R:3:forces:R:3
H 1.738 0.671 2.706 0.0829 -0.0264 0.0032
N -1.450 0.368 -0.366 -0.0406 -0.0937 0.0048
H 1.699 1.572 0.770 0.0140 -0.2865 0.0242
H -2.834 -0.932 -1.206 -0.1533 -0.1831 -0.0191
N 1.268 0.796 0.297 -0.0667 0.7042 -0.1706
C 1.815 0.430 -0.983 0.1489 -0.0333 0.1221
H 0.128 0.223 3.199 -0.1548 -0.0558 0.0863
C 0.963 -0.084 2.574 0.0293 0.1071 -0.0002
H -0.717 0.235 -2.757 -0.1129 -0.3373 0.0636
H 1.354 -1.020 2.962 -0.0147 -0.0699 0.0131
H -1.587 -0.823 1.282 0.3730 -0.3959 0.2339
H 0.920 -1.151 0.721 -0.4116 -0.1068 -0.0366
H 1.090 0.522 -1.795 0.0443 0.0737 -0.1379
H -0.867 1.073 -0.793 0.1039 -0.0759 0.0110
N -1.460 -0.453 -2.652 0.3609 0.2331 -0.4273
H -1.260 -1.656 -0.961 0.1887 0.0661 0.0544
H -2.248 -0.114 -3.177 -0.1937 0.0874 0.0944
H 2.127 -0.619 -0.974 0.1593 -0.0572 -0.0645
C -1.764 -0.731 -1.269 -0.0653 0.0732 0.0733
H 2.689 1.047 -1.230 -0.2424 -0.1272 0.0658
C -0.955 -0.002 0.946 -0.6711 0.8993 -0.1025
H -1.211 0.830 1.615 0.0172 -0.0208 0.0213
C 0.561 -0.181 1.092 0.6047 -0.3744 0.0872
```
Forces are in eV/Å.


Record 4
Here is 2 unconnected molecules or ions with the total composition C5H13N2 from OMol25. Energies are from ωB97M-V with the def2-TZVPD basis set.

- energy above the lowest of the compared OMol25 structures with the same formula, charge and spin (eV) = 2.364
- E_tot (eV) = -8368.4460
- total charge = +1
- orbital gap (eV) = 9.213
- spin multiplicity = 1
- HOMO energy (eV) = -13.209
- LUMO level (eV) = -4.0

The geometry in XYZ format:
```
20
Properties=species:S:1:pos:R:3:forces:R:3
H 2.294 -1.677 0.311 0.0330 0.4242 0.1017
C -0.207 1.526 -0.143 -2.1122 -1.7912 0.2784
N 3.208 0.567 -0.723 0.5154 -0.8940 0.9031
N 1.675 -1.074 -0.213 -1.0445 0.6240 -0.8727
H 0.174 2.239 -0.874 -0.5366 0.0233 0.2085
C 2.068 -0.045 -0.965 0.6017 0.6522 1.2006
H -0.725 -0.596 1.424 -0.3133 0.2903 0.0510
H -1.609 0.378 -1.397 1.0580 0.0013 0.3397
H -1.235 -1.596 0.063 -0.0366 0.6026 0.2327
H -3.495 -0.677 0.074 -0.4021 -0.1389 0.0636
H -3.084 0.303 1.522 -0.3779 -0.0397 -0.0358
H 0.670 -1.030 0.031 0.8184 -0.7185 -0.4908
C -2.896 -0.617 0.972 1.5358 0.2030 0.4475
H -0.085 1.737 0.944 0.6786 -0.3225 -0.9277
H 1.421 0.431 -1.722 0.2646 -0.7202 0.5913
C -1.404 -0.601 0.559 -0.0846 -0.8242 -0.5738
C -1.038 0.458 -0.444 0.5526 2.1426 0.2980
H 3.789 0.329 0.100 -0.6448 0.0080 -0.8389
H 3.472 1.421 -1.161 0.0579 0.3438 -0.7443
H -2.993 -1.474 1.642 -0.5635 0.1338 -0.2322
```
Forces are in eV/Å.


Record 5
Here is a single C6H10N2O5 molecule from OMol25. Energies are from ωB97M-V with the def2-TZVPD basis set.

- energy above the lowest of the compared OMol25 structures with the same formula, charge and spin (eV) = 1.619
- E_tot (eV) = -19602.4085
- orbital gap (eV) = 10.116
- structure (SMILES) = NCC(=O)N[C@@H](CC(=O)O)C(=O)O
- spin multiplicity = 1
- HOMO energy (eV) = -9.926
- LUMO level (eV) = 0.2

The geometry in XYZ format:
```
23
Properties=species:S:1:pos:R:3:forces:R:3
C -1.873 2.516 1.617 -1.1923 1.2344 -0.7472
H 1.933 0.622 0.427 0.2170 -0.3577 0.2844
H -2.246 -1.179 0.226 0.2984 0.1749 0.1042
O -1.738 -1.918 -0.135 -0.1457 -0.4808 -0.2891
C 2.332 -0.923 -0.995 -1.5415 3.5095 -0.4059
H -2.154 2.394 3.693 -0.0254 -0.5671 -0.9519
O 2.167 -0.359 -2.086 1.0464 -2.0867 2.2447
H -2.785 3.048 1.153 1.2350 -0.6950 0.8311
H 3.572 -2.126 -1.541 0.2573 0.1273 0.9693
C -1.170 1.820 0.412 -0.3082 0.4881 1.4090
C -0.536 -1.537 -0.578 1.3069 0.9474 -0.9471
H -0.925 0.241 1.687 0.1323 0.5898 -0.4515
H -0.001 0.471 -1.059 0.4522 -0.3289 -0.3031
O 0.153 -2.187 -1.334 -1.3408 -0.3903 1.1483
C 0.020 -0.150 -0.164 1.6044 -1.6559 -0.5171
H -3.048 1.300 2.791 0.4884 0.3044 0.3464
O 3.271 -1.802 -0.653 -0.0991 -0.6707 -2.0027
H 1.695 -1.060 1.124 -0.2017 0.3911 -0.2916
O -0.933 2.328 -0.662 -0.5649 0.5466 0.2503
C 1.558 -0.395 0.256 -1.0532 0.2101 -1.3607
N -2.137 1.766 2.870 -0.4731 -0.1672 -0.8043
H -1.166 3.277 1.909 0.1713 0.5538 -0.1916
N -0.752 0.595 0.740 -0.2638 -1.6770 1.6760
```
Forces are in eV/Å.


Record 6
Here is a single C9H8BrNS molecule from OMol25. Energies are from ωB97M-V with the def2-TZVPD basis set.

- energy above the lowest of the compared OMol25 structures with the same formula, charge and spin (eV) = 0.900
- E_tot (eV) = -91828.0496
- orbital gap (eV) = 9.010
- structure (SMILES) = Br[C@]1(c2cccs2)C=CCC=N1
- spin multiplicity = 1
- HOMO energy (eV) = -8.731
- LUMO level (eV) = 0.3

The geometry in XYZ format:
```
20
Properties=species:S:1:pos:R:3:forces:R:3
C -1.186 -0.360 0.269 1.9573 -0.0312 -2.9869
H 2.410 -1.243 -2.472 -0.6032 0.1556 1.7669
C -3.270 -0.129 1.318 1.3439 -1.0550 -0.5480
C 2.831 0.099 -0.776 2.5731 1.8710 0.0231
H -3.927 -2.233 1.223 0.3218 0.2640 0.5107
H 3.361 0.914 -1.292 0.0438 -0.5165 -1.0202
Br -0.581 1.487 -1.976 0.0117 0.0154 0.4536
H 3.618 -0.547 -0.486 1.2401 -0.5471 0.8019
H -1.873 1.505 0.667 -0.4295 0.8325 0.2399
C 0.959 0.937 0.407 -0.0369 0.2774 1.0083
S -1.724 -2.001 0.211 -0.8973 1.2340 1.2416
C -3.150 -1.472 1.131 -0.6121 -1.4596 -1.0256
C -2.130 0.472 0.734 0.7861 0.9018 0.8249
H 0.582 1.383 1.302 -0.8743 0.4205 0.0310
H 2.990 1.227 0.999 -0.0862 0.5556 0.6483
H -4.021 0.378 1.880 -0.5267 0.1233 -0.0072
N 0.756 -0.740 -1.377 -3.1395 -1.7139 -0.4151
C 1.971 -0.725 -1.539 1.4779 -0.4030 -3.3406
C 2.256 0.857 0.317 0.5276 -0.9742 0.2534
C 0.128 0.188 -0.542 -3.0776 0.0496 1.5398
```
Forces are in eV/Å.


Record 7
Here is a molecular structure, AsF6Rb from OMol25. Energies are from ωB97M-V with the def2-TZVPD basis set.

- energy above the lowest of the compared OMol25 structures with the same formula, charge and spin (eV) = 0.754
- E_tot (eV) = -77802.7623
- orbital gap (eV) = 11.294
- spin multiplicity = 1
- HOMO energy (eV) = -12.507
- LUMO level (eV) = -1.2

The geometry in XYZ format:
```
8
Properties=species:S:1:pos:R:3:forces:R:3
F 1.256 1.821 0.155 -1.3999 -1.7340 0.0194
F 1.248 -0.677 0.752 -1.2810 0.4997 -0.4786
Rb -0.215 -3.206 -0.463 0.1611 0.4619 0.0103
F -0.533 0.804 1.815 0.8223 -0.4478 -2.6794
F -1.149 1.604 -0.672 1.5486 -1.1710 1.1917
As 0.051 0.501 0.103 -0.5409 1.3619 -0.7505
F 0.593 -0.068 -1.575 -0.4304 0.6054 1.9594
F -1.252 -0.777 -0.115 1.1202 0.4239 0.7277
```
Forces are in eV/Å.


Record 8
Here is 2 unconnected molecules or ions with the total composition CH6N2O from OMol25. Energies are from ωB97M-V with the def2-TZVPD basis set.

- energy above the lowest of the compared OMol25 structures with the same formula, charge and spin (eV) = 0.782
- E_tot (eV) = -6161.7137
- orbital gap (eV) = 10.000
- structure (SMILES) = [H]/N=C\N.O
- spin multiplicity = 1
- HOMO energy (eV) = -9.293
- LUMO level (eV) = 0.7

The geometry in XYZ format:
```
10
Properties=species:S:1:pos:R:3:forces:R:3
H -0.603 -0.733 -0.716 -0.4489 0.2874 -0.1123
O -0.525 1.238 -2.229 0.0454 -0.1651 -0.1064
H -0.864 1.384 -3.116 0.0172 0.0799 -0.0436
C 0.612 -0.361 0.805 -0.3847 -0.2790 -0.1169
N -0.666 -0.463 0.255 0.6732 -0.0384 0.3115
N 1.025 -0.742 1.937 0.1065 0.3551 0.3154
H 1.313 0.128 0.133 0.0853 -0.0291 -0.0934
H -0.430 2.111 -1.840 -0.0400 0.0469 0.0477
H -1.307 -1.018 0.805 -0.0018 -0.1350 -0.1156
H 0.286 -1.160 2.501 -0.0522 -0.1228 -0.0865
```
Forces are in eV/Å.


Number 6 is which compound? C9H8BrNS


Among the records above, which one has the lowest HOMO energy? C5H13N2